# 1
The following is a DFT calculation (wB97M-V/def2-TZVPD) of a molecular structure, C26H63N9O10P4S.

HOMO-LUMO gap = 7.324 eV
Total energy = -109854.812 eV
F_max = 0.1514 hartree/bohr
Total charge = 0
LUMO = -0.38 eV
Highest occupied orbital energy = -0.2830 Eh

Each line ends with the Mulliken charge.
Positions of all 113 atoms, in Å:
O  0.53787  -0.80480  4.39981  -0.617
P  -0.10514  -0.45611  5.65455  0.650
O  1.01872  -0.38062  6.81564  -0.575
O  -1.22432  -1.53605  6.05038  -0.496
C  -0.79276  1.27190  5.47303  1.895
C  -2.27951  1.50013  5.77562  0.168
C  -3.07603  2.21448  4.89209  -0.118
C  -4.40897  2.44928  5.18018  -0.822
C  -4.94764  1.98323  6.36861  -0.455
C  -4.14841  1.26071  7.23739  -0.791
C  -2.81891  1.01410  6.95822  -0.563
C  -0.18852  1.93166  4.20691  -1.517
O  -0.35218  3.37325  4.37723  -0.353
S  -0.22944  3.60165  5.98535  1.265
O  0.98702  4.18529  6.44209  -0.663
O  -1.34789  4.37476  6.40068  -0.564
O  -0.12958  2.05531  6.55060  -0.456
H  0.61699  -0.10366  7.65547  0.420
H  -1.22842  -1.71962  7.00108  0.383
H  -2.66579  2.61011  3.96470  0.465
H  -5.02030  3.01801  4.48306  0.416
H  -5.98461  2.18010  6.63391  0.388
H  -4.57260  0.90688  8.17752  0.354
H  -2.20179  0.46178  7.66685  0.299
H  -0.53719  1.50401  3.26259  0.743
H  0.89237  1.80852  4.36373  0.480
O  -1.02965  0.98710  0.57299  -0.665
P  -1.23373  1.27154  -0.91421  0.800
N  -2.51304  2.41521  -0.62521  0.213
C  -3.76550  2.55885  -1.33265  -0.879
C  -2.09282  3.67574  -0.01624  -0.974
N  -1.82758  -0.34484  -1.24248  0.324
C  -3.24383  -0.65005  -1.34668  -1.318
C  -1.23766  -1.38207  -0.39296  -1.136
N  -1.16844  1.60392  -2.59459  0.283
C  -0.65850  2.91614  -2.98463  -1.138
C  -1.76349  0.87318  -3.69456  -0.838
H  -3.66267  2.98586  -2.34146  0.235
H  -4.43342  3.22108  -0.77720  0.410
H  -4.31698  1.62626  -1.40322  0.196
H  -1.56347  4.32321  -0.72744  0.251
H  -1.42087  3.49089  0.82524  0.162
H  -2.94360  4.23517  0.37628  0.398
H  -3.78687  -0.42674  -0.41709  0.276
H  -3.38339  -1.70910  -1.57805  0.457
H  -3.72493  -0.13252  -2.17450  0.321
H  -1.68721  -1.41025  0.60612  0.373
H  -0.16533  -1.23410  -0.27239  0.305
H  -1.37875  -2.36560  -0.85022  0.219
H  -1.46536  3.65420  -3.06527  0.311
H  -0.14405  2.87836  -3.94609  0.382
H  0.06842  3.28206  -2.25757  0.321
H  -2.82857  1.09933  -3.79737  0.210
H  -1.62691  -0.19870  -3.60878  0.043
H  -1.29621  1.13469  -4.64871  0.379
O  6.23505  0.14613  0.53746  -0.822
P  5.36508  0.71923  1.63739  0.956
N  4.59013  1.92261  0.66225  0.091
C  4.25894  3.28355  1.01652  -0.754
C  3.70439  1.40207  -0.37594  -1.083
N  6.71100  1.33168  2.58308  0.209
C  7.08756  2.73440  2.58131  -1.214
C  7.94811  0.56398  2.42872  -1.056
N  4.30990  0.97754  2.95026  0.141
C  2.92234  0.58845  2.73704  -1.380
C  4.50417  1.74321  4.16316  -0.851
H  3.42045  3.36978  1.72400  0.140
H  3.97523  3.84326  0.12238  0.410
H  5.10807  3.83292  1.41303  0.165
H  2.76484  1.00226  0.02870  0.291
H  4.19631  0.59247  -0.91951  0.284
H  3.45277  2.16461  -1.11580  0.383
H  7.37263  3.08801  1.58052  0.326
H  7.93395  2.89779  3.25404  0.419
H  6.30489  3.37959  2.97726  0.322
H  8.47716  0.80637  1.50000  0.320
H  7.75277  -0.50690  2.43184  0.352
H  8.62526  0.77161  3.26217  0.314
H  2.33150  1.42017  2.33156  0.239
H  2.44340  0.26077  3.65817  0.673
H  2.85501  -0.24847  2.04104  0.264
H  4.37473  2.81508  3.98603  0.309
H  5.47326  1.56060  4.62021  0.279
H  3.77159  1.45586  4.92423  0.330
O  -2.20863  -2.14553  -5.06911  -0.747
P  -1.72465  -3.32093  -5.90133  0.916
N  -2.93080  -4.42126  -5.31171  0.154
C  -2.77407  -5.80784  -4.93370  -0.841
C  -4.29706  -4.13299  -5.74475  -1.051
N  -0.20879  -3.42107  -5.03277  0.142
C  -0.00583  -4.38452  -3.96710  -1.192
C  0.27622  -2.11013  -4.58152  -0.998
N  -1.14912  -4.41052  -7.09782  -0.004
C  -2.05459  -4.70120  -8.20738  -1.080
C  0.00892  -5.27887  -7.06918  -0.875
H  -2.62354  -6.48883  -5.78493  0.224
H  -3.66646  -6.15375  -4.40807  0.391
H  -1.97139  -5.96030  -4.21871  0.174
H  -4.45967  -4.39054  -6.79958  0.286
H  -4.52135  -3.07102  -5.62470  0.218
H  -5.02985  -4.67948  -5.14964  0.415
H  -0.71294  -4.24359  -3.13755  0.305
H  1.00845  -4.29650  -3.56864  0.390
H  -0.06624  -5.41399  -4.31625  0.375
H  -0.25529  -1.75731  -3.69113  0.242
H  0.17157  -1.35314  -5.35743  0.304
H  1.33775  -2.17168  -4.32654  0.414
H  -2.68698  -5.57097  -7.99451  0.300
H  -1.50878  -4.90393  -9.13021  0.375
H  -2.70362  -3.84846  -8.41153  0.325
H  -0.18416  -6.18476  -6.48731  0.269
H  0.89435  -4.77780  -6.68669  0.289
H  0.27745  -5.60081  -8.07966  0.362



# 2
The following is a DFT calculation (wB97M-V/def2-TZVPD) of C5H9NO2 in the gas phase.

HOMO-LUMO gap = 10.442 eV
Total energy = -10915.426 eV
Energy relative to the best compared isomer or geometry (same formula, charge and spin) = 26.5 kcal/mol
F_max = 0.0511 hartree/bohr
Total charge = 0
LUMO = 0.64 eV
Highest occupied orbital energy = -0.3602 Eh
SMILES = CNC(=O)CCC=O

Each line ends with the natural charge from an NBO analysis.
Positions of all 17 atoms, in Å:
C  1.90779  0.98747  -0.66638  -0.435
N  0.77050  0.73510  -1.57517  -0.628
C  -0.23677  -0.16659  -1.26895  0.672
O  -1.09515  -0.37870  -2.11242  -0.608
C  -0.15144  -0.91483  0.03494  -0.508
C  -0.67748  -0.21890  1.24538  -0.513
C  -2.08451  -0.58166  1.57679  0.443
O  -2.38812  -1.55578  2.21506  -0.508
H  1.54091  1.09963  0.34683  0.210
H  2.70699  0.31922  -0.95567  0.206
H  2.27819  2.00974  -0.83694  0.209
H  0.73757  1.23576  -2.44566  0.408
H  -0.61390  -1.90071  -0.04453  0.253
H  0.90570  -1.19407  0.17109  0.233
H  -0.05755  -0.34421  2.14222  0.238
H  -0.64475  0.87743  1.09870  0.213
H  -2.89799  -0.00889  1.07473  0.115



Question: What is the formula in the second record?
Answer: C5H9NO2



Question: The highest highest occupied orbital energy belongs to which entry?
Answer: C26H63N9O10P4S



Question: total charge of number 1 (C26H63N9O10P4S)?
Answer: 0